# 1
{"formula": "C3H12N2OS", "method": "ωB97M-V with the def2-TZVPD basis set", "e_lumo_ha": 0.010, "homo_energy_ev": -8.4, "gap_ev": 8.62, "smiles": "NC[C@@H](N)CS.O", "symbols": ["N", "C", "C", "S", "C", "N", "H", "H", "H", "H", "H", "H", "H", "H", "H", "H", "H", "H", "O"], "xyz": [[1.756, -0.661, 0.612], [0.408, -0.340, 0.132], [0.314, 0.097, -1.341], [1.242, 1.593, -1.718], [-0.745, -1.594, 0.387], [-0.454, -2.197, 1.790], [1.990, -0.171, 1.428], [0.304, 2.520, -1.575], [2.544, -0.394, 0.013], [-0.010, 0.485, 0.725], [-0.749, 0.175, -1.536], [0.816, -0.529, -2.002], [-1.574, -0.928, 0.194], [-0.539, -2.232, -0.556], [0.499, -2.508, 1.738], [-0.682, -1.701, 2.585], [-2.071, 3.550, -0.305], [-1.770, 1.962, -0.178], [-1.280, 2.873, -0.394]]}

# 2
{"formula": "C3H6N2OS2", "method": "ωB97M-V with the def2-TZVPD basis set", "e_lumo_ha": 0.024, "homo_energy_ev": -9.1, "gap_ev": 9.74, "smiles": "C/C=N\\SC(=O)NS", "symbols": ["C", "C", "C", "H", "H", "H", "H", "H", "H", "N", "N", "O", "S", "S"], "xyz": [[-2.565, 0.230, -0.402], [-1.623, -0.537, 0.443], [1.906, 1.157, 0.047], [-2.049, 0.429, -1.341], [-3.503, -0.330, -0.520], [-2.803, 1.238, -0.007], [-1.922, -1.400, 1.031], [3.585, 0.114, 0.322], [1.921, -2.215, 0.684], [-0.376, -0.323, 0.490], [2.558, -0.037, 0.230], [2.494, 2.202, 0.080], [0.219, 0.957, -0.553], [2.159, -1.486, -0.502]]}

# 3
{"formula": "C41H52Cl2HgN4O4S2SbSi2", "method": "ωB97M-V with the def2-TZVPD basis set", "s_squared": 0.77, "e_lumo_ha": [0.131, 0.131], "homo_energy_ev": [-1.5, -1.7], "multiplicity": 2, "gap_ev": [5.08, 5.27], "charge": -2, "symbols": ["Hg", "C", "C", "C", "C", "C", "C", "N", "Sb", "C", "C", "C", "C", "C", "C", "N", "C", "C", "C", "C", "C", "C", "N", "H", "H", "H", "H", "H", "H", "H", "H", "H", "H", "H", "H", "H", "H", "H", "H", "H", "H", "Cl", "C", "C", "C", "C", "C", "Cl", "C", "S", "H", "H", "H", "C", "C", "C", "C", "C", "C", "C", "S", "O", "O", "N", "C", "C", "C", "O", "O", "H", "H", "H", "H", "H", "H", "H", "H", "H", "H", "H", "H", "C", "Si", "C", "C", "C", "Si", "C", "C", "C", "H", "H", "H", "H", "H", "H", "H", "H", "H", "H", "H", "H", "H", "H", "H", "H", "H", "H", "H"], "xyz": [[-1.670, -0.194, 0.125], [-2.549, -3.703, -1.118], [-1.566, -4.181, -0.095], [-1.328, -5.540, 0.111], [-0.397, -5.928, 1.054], [0.271, -4.952, 1.780], [-0.030, -3.615, 1.531], [-0.922, -3.248, 0.610], [0.991, -2.140, 2.732], [-0.681, -1.114, 3.625], [-0.949, -1.533, 4.927], [-1.892, -0.831, 5.662], [-2.484, 0.278, 5.094], [-2.155, 0.644, 3.788], [-2.775, 1.836, 3.135], [-1.283, -0.067, 3.067], [1.982, -0.840, 1.314], [3.357, -0.778, 1.561], [4.120, 0.141, 0.856], [3.489, 0.966, -0.053], [2.120, 0.820, -0.271], [1.401, 1.691, -1.259], [1.393, -0.087, 0.386], [-2.523, -4.334, -2.011], [-3.561, -3.719, -0.700], [-2.325, -2.673, -1.385], [-1.873, -6.276, -0.468], [-0.188, -6.980, 1.218], [1.010, -5.214, 2.527], [-0.436, -2.391, 5.343], [-2.146, -1.136, 6.671], [-3.204, 0.868, 5.648], [-3.036, 2.595, 3.875], [-2.079, 2.244, 2.400], [-3.683, 1.528, 2.611], [3.804, -1.423, 2.306], [5.187, 0.233, 1.032], [4.038, 1.739, -0.579], [2.039, 2.517, -1.581], [1.112, 1.109, -2.136], [0.495, 2.081, -0.789], [-4.871, 1.308, 0.229], [-6.308, 0.367, 0.509], [-7.518, 0.989, 0.252], [-8.712, 0.306, 0.428], [-8.663, -1.010, 0.863], [-7.444, -1.612, 1.122], [-7.503, -3.273, 1.666], [-6.183, -0.972, 0.970], [-4.679, -1.737, 1.303], [-7.512, 2.015, -0.094], [-9.660, 0.790, 0.226], [-9.571, -1.583, 1.003], [8.361, -0.110, 1.063], [7.583, 1.169, 0.890], [7.241, 1.936, 2.001], [6.500, 3.098, 1.864], [6.088, 3.494, 0.597], [6.420, 2.750, -0.523], [7.174, 1.595, -0.369], [5.074, 4.928, 0.422], [5.142, 5.374, -0.945], [5.458, 5.829, 1.475], [3.593, 4.312, 0.639], [3.072, 4.104, 2.018], [1.552, 4.160, 2.020], [0.891, 2.756, 2.060], [1.465, 1.932, 2.805], [-0.153, 2.632, 1.382], [9.327, 0.080, 1.536], [8.540, -0.597, 0.104], [7.814, -0.808, 1.700], [7.543, 1.605, 2.989], [6.242, 3.706, 2.721], [6.086, 3.083, -1.497], [7.432, 1.004, -1.241], [2.942, 4.769, 0.009], [3.508, 4.852, 2.681], [3.371, 3.114, 2.366], [1.159, 4.706, 1.158], [1.216, 4.678, 2.920], [-3.583, 1.665, -2.989], [-2.990, -0.031, -3.537], [-3.111, -0.065, -5.430], [-4.243, -1.309, -2.986], [-1.276, -0.296, -2.957], [-0.002, -1.491, -3.480], [1.428, -0.630, -4.374], [0.816, -2.498, -2.125], [-0.720, -2.732, -4.709], [-3.419, 2.419, -3.766], [-3.047, 1.980, -2.090], [-4.648, 1.650, -2.745], [-4.074, 0.346, -5.754], [-3.040, -1.093, -5.802], [-2.315, 0.517, -5.905], [-5.228, -1.089, -3.410], [-4.339, -1.328, -1.894], [-3.951, -2.312, -3.314], [-0.866, 0.621, -2.535], [2.197, -0.317, -3.661], [1.096, 0.262, -4.917], [1.892, -1.311, -5.096], [0.776, -1.960, -1.174], [1.867, -2.699, -2.361], [0.309, -3.455, -1.975], [-0.863, -2.284, -5.698], [-1.698, -3.088, -4.364], [-0.063, -3.601, -4.816]]}

# 4
{"formula": "C17H26I2N4OPtSi2", "method": "ωB97M-V with the def2-TZVPD basis set", "e_lumo_ha": [-0.032, -0.032], "homo_energy_ev": [-8.0, -8.0], "gap_ev": [7.12, 7.12], "symbols": ["Pt", "I", "C", "I", "H", "H", "C", "Si", "C", "C", "C", "C", "C", "C", "C", "C", "N", "Si", "C", "C", "C", "H", "H", "H", "H", "H", "H", "H", "H", "H", "H", "H", "H", "H", "H", "H", "H", "H", "H", "H", "H", "H", "H", "N", "C", "O", "C", "C", "N", "C", "N", "H", "H"], "xyz": [[-1.282, -0.265, -0.475], [-3.272, 2.495, -3.008], [-4.183, 0.926, -1.899], [-3.316, -1.015, -2.300], [-5.235, 0.878, -2.161], [-4.047, 1.129, -0.844], [0.291, -0.053, 3.072], [1.458, 0.199, 1.588], [1.521, 2.048, 1.101], [3.207, -0.342, 2.132], [0.845, -0.703, 0.041], [1.283, -0.114, -1.214], [2.594, 0.146, -1.617], [2.812, 0.714, -2.854], [1.724, 1.011, -3.670], [0.452, 0.721, -3.208], [0.249, 0.179, -2.019], [0.499, -2.569, -0.171], [2.123, -3.503, 0.222], [-0.883, -3.276, 0.945], [0.167, -3.003, -2.012], [0.795, 0.195, 4.000], [-0.064, -1.076, 3.146], [-0.579, 0.591, 2.997], [1.595, 2.691, 1.972], [0.621, 2.323, 0.558], [2.365, 2.265, 0.453], [3.509, 0.247, 2.992], [3.950, -0.194, 1.356], [3.231, -1.387, 2.422], [3.410, -0.113, -0.963], [3.815, 0.926, -3.190], [1.859, 1.454, -4.643], [-0.424, 0.928, -3.805], [2.394, -3.428, 1.268], [2.951, -3.123, -0.366], [2.007, -4.555, -0.015], [-0.762, -2.956, 1.974], [-0.846, -4.361, 0.932], [-1.875, -2.975, 0.621], [1.060, -2.842, -2.607], [-0.630, -2.414, -2.457], [-0.112, -4.047, -2.110], [-2.152, 4.069, 0.729], [-2.182, 2.721, 0.662], [-1.723, 2.144, -0.351], [-2.786, 2.019, 1.763], [-2.788, 0.659, 1.587], [-2.634, -0.425, 1.160], [-3.201, 2.673, 2.919], [-3.533, 3.253, 3.856], [-2.503, 4.549, 1.539], [-1.776, 4.587, -0.046]]}

# 5
{"formula": "C4H9NO2S", "method": "ωB97M-V with the def2-TZVPD basis set", "e_lumo_ha": [0.008, 0.008], "homo_energy_ev": [-6.9, -6.9], "gap_ev": [7.10, 7.10], "symbols": ["C", "C", "C", "C", "N", "O", "O", "S", "H", "H", "H", "H", "H", "H", "H", "H", "H"], "xyz": [[3.724, 0.275, -0.177], [-0.771, 1.707, 0.660], [-0.109, -0.291, -0.831], [-0.729, 0.155, 0.555], [-0.419, -1.753, -0.966], [4.536, 1.029, -0.526], [-1.993, -0.460, 0.767], [2.211, -0.242, -0.239], [-0.882, 2.075, 1.746], [-1.696, 1.905, 0.260], [0.091, 2.170, -0.015], [-0.519, 0.312, -1.612], [-0.054, -0.171, 1.383], [-0.960, -2.169, -1.717], [-0.859, -2.094, -0.102], [0.559, -2.143, -0.930], [-2.131, -0.306, 1.744]]}

# 6
{"formula": "C31H20Cl4N5O10W", "method": "ωB97M-V with the def2-TZVPD basis set", "s_squared": 2.05, "e_lumo_ha": [0.057, 0.055], "homo_energy_ev": [-4.0, -5.4], "multiplicity": 3, "gap_ev": [5.60, 6.88], "charge": -1, "symbols": ["W", "C", "O", "C", "C", "C", "C", "C", "C", "N", "N", "C", "C", "O", "C", "C", "C", "C", "C", "C", "C", "C", "H", "H", "H", "H", "H", "H", "H", "H", "H", "H", "H", "H", "H", "Cl", "C", "C", "Cl", "C", "Cl", "C", "O", "C", "O", "C", "Cl", "N", "N", "C", "O", "O", "H", "H", "H", "O", "C", "O", "C", "C", "C", "C", "C", "C", "N", "O", "O", "H", "H", "H", "H"], "xyz": [[0.410, 0.733, -1.340], [-1.412, 2.187, -3.621], [-1.468, 1.523, -2.356], [-2.484, 1.838, -1.485], [-3.665, 2.432, -1.875], [-4.644, 2.682, -0.918], [-4.420, 2.339, 0.403], [-3.222, 1.749, 0.787], [-2.239, 1.489, -0.158], [-0.991, 0.913, 0.133], [-0.858, 0.586, 1.412], [0.322, 0.172, 1.916], [1.581, 0.254, 1.293], [1.754, 0.728, 0.055], [2.746, -0.154, 1.977], [2.692, -0.660, 3.240], [1.445, -0.784, 3.914], [1.369, -1.321, 5.218], [0.167, -1.442, 5.861], [-1.010, -1.027, 5.213], [-0.962, -0.505, 3.946], [0.266, -0.364, 3.265], [-2.216, 1.821, -4.258], [-0.457, 1.920, -4.060], [-1.488, 3.264, -3.469], [-3.834, 2.696, -2.910], [-5.574, 3.148, -1.216], [-5.178, 2.539, 1.150], [-3.026, 1.492, 1.816], [3.688, -0.048, 1.454], [3.597, -0.980, 3.742], [2.286, -1.642, 5.699], [0.120, -1.859, 6.860], [-1.964, -1.126, 5.716], [-1.867, -0.197, 3.442], [4.760, 5.824, -3.245], [3.430, 4.953, -2.565], [2.522, 5.595, -1.737], [2.700, 7.276, -1.377], [1.452, 4.876, -1.181], [0.290, 5.628, -0.150], [1.309, 3.529, -1.460], [0.342, 2.762, -0.992], [2.214, 2.882, -2.315], [1.952, 1.615, -2.541], [3.273, 3.592, -2.857], [4.378, 2.748, -3.886], [2.354, -0.800, -1.914], [2.039, -1.458, -3.096], [0.937, -0.975, -3.790], [0.722, -1.294, -4.937], [0.161, -0.207, -3.065], [3.091, -0.114, -2.027], [2.495, -1.441, -1.146], [2.784, -1.805, -3.680], [-1.996, -1.344, -1.312], [-1.016, -1.841, -0.790], [0.148, -1.277, -0.657], [-1.078, -3.215, -0.174], [-2.250, -3.952, -0.281], [-2.346, -5.211, 0.293], [-1.271, -5.745, 0.985], [-0.116, -4.990, 1.081], [0.008, -3.734, 0.517], [1.032, -5.553, 1.813], [2.058, -4.905, 1.848], [0.892, -6.642, 2.341], [-3.077, -3.509, -0.821], [-3.262, -5.781, 0.205], [-1.314, -6.720, 1.446], [0.917, -3.163, 0.622]]}

| no. | F_max (eV/Å) |
| --- | --- |
| 1 | 5.5 |
| 2 | 2.0 |
| 3 | 0.4 |
| 4 | 3.2 |
| 5 | 3.0 |
| 6 | 1.4 |